This record from OMol25 describes a cluster of 7 separate species, C38H97N7O12 in total at a distorted geometry. The level of theory is ωB97M-V/def2-TZVPD.

```
154
Properties=species:S:1:pos:R:3:forces:R:3
C 3.155 30.062 -0.470 0.7 -0.2 -0.5
O 2.167 29.887 0.509 0.7 -0.8 -0.1
C 1.426 28.683 0.335 -2.4 1.1 0.8
C 1.669 27.561 1.325 2.1 -1.2 0.4
N 2.113 26.321 0.663 -0.1 0.5 -0.3
C 1.078 25.489 0.125 -1.3 0.3 0.0
C 1.679 24.379 -0.689 0.7 0.4 0.0
O 2.500 23.654 0.218 -0.6 0.4 -0.2
C 3.439 22.832 -0.405 -0.4 -0.1 -0.5
H 3.935 30.721 -0.086 -0.2 0.3 0.0
H 2.732 30.454 -1.402 0.0 0.2 0.1
H 3.681 29.141 -0.760 -0.2 -0.1 0.3
H 1.388 28.311 -0.691 0.5 0.1 -0.1
H 0.414 29.066 0.545 -0.1 -0.4 -0.2
H 0.878 27.383 2.058 -0.4 0.2 -0.4
H 2.550 27.762 1.950 -0.3 0.7 0.0
H 2.738 25.774 1.231 -0.1 0.0 0.2
H 0.398 26.107 -0.478 0.3 -0.1 -0.3
H 0.379 25.099 0.890 0.3 -0.3 0.1
H 2.338 24.849 -1.438 -0.1 -0.1 0.0
H 0.944 23.769 -1.228 0.0 -0.2 0.3
H 2.939 21.966 -0.849 0.1 -0.4 0.3
H 4.136 22.581 0.384 0.4 -0.4 -0.3
H 3.905 23.315 -1.276 0.3 0.3 0.4
C 11.385 27.890 -2.383 -0.5 0.5 -0.2
O 12.135 28.491 -1.352 0.4 -0.1 -0.2
C 11.866 28.068 -0.044 -0.3 -0.8 0.4
C 10.674 28.774 0.582 -0.4 -0.2 -0.7
N 9.423 28.021 0.398 -1.5 0.5 0.1
C 8.277 28.943 0.574 0.4 0.2 -0.1
C 6.937 28.262 0.566 -0.2 -0.8 1.1
O 6.751 27.492 -0.596 0.4 0.4 -0.4
C 5.552 26.770 -0.577 0.0 -1.2 0.4
H 11.967 28.019 -3.295 0.0 -0.2 0.0
H 10.430 28.417 -2.544 0.1 -0.1 0.1
H 11.141 26.836 -2.219 0.4 0.0 0.1
H 12.776 28.182 0.545 0.0 0.4 -0.1
H 11.662 26.986 -0.019 0.0 0.1 -0.1
H 10.605 29.766 0.101 0.1 0.0 0.3
H 10.790 28.878 1.664 0.1 0.2 -0.1
H 9.187 27.709 -0.544 1.2 -0.3 0.0
H 8.279 29.687 -0.243 0.0 0.1 0.2
H 8.390 29.493 1.512 -0.1 0.0 0.0
H 6.144 29.014 0.713 0.0 -0.1 -0.3
H 6.844 27.556 1.410 0.2 0.3 0.1
H 5.584 25.773 -0.084 0.7 0.3 0.3
H 5.359 26.468 -1.606 -0.7 0.7 -0.1
H 4.789 27.290 0.011 -0.4 0.2 -0.8
C 4.897 25.721 3.054 -1.2 -0.6 -0.1
O 4.866 25.256 4.376 0.8 0.7 0.6
C 3.940 25.951 5.206 -0.9 -1.4 0.2
C 4.236 25.579 6.647 0.4 -0.7 -0.9
N 5.220 26.460 7.206 0.7 0.3 1.5
C 5.723 26.011 8.514 0.0 0.7 -0.7
C 6.967 26.803 8.887 -0.3 -1.0 0.9
O 7.899 26.731 7.853 0.0 -0.1 -0.9
C 9.173 27.215 8.160 0.4 0.3 0.8
H 5.878 25.550 2.623 0.2 0.5 0.1
H 4.498 26.738 3.035 0.7 0.3 -0.4
H 4.194 25.122 2.452 0.1 0.0 0.0
H 2.963 25.507 4.945 -0.1 0.6 0.1
H 3.920 27.040 5.102 0.2 -0.1 -0.4
H 4.573 24.527 6.595 0.1 0.1 0.1
H 3.323 25.542 7.244 0.0 0.5 0.1
H 6.089 26.547 6.684 -0.6 -0.2 -0.8
H 6.009 24.948 8.495 -0.2 0.0 0.1
H 4.983 26.195 9.296 -0.1 -0.2 0.0
H 7.327 26.235 9.762 0.3 0.6 0.2
H 6.734 27.838 9.151 0.0 0.0 0.0
H 9.733 26.519 8.802 -0.1 -0.1 -0.1
H 9.125 28.162 8.719 -0.1 0.0 -0.2
H 9.739 27.384 7.248 -0.1 -0.1 -0.1
C 0.310 30.147 4.636 -0.2 -0.1 0.4
O 0.123 29.196 3.614 0.3 0.2 -0.1
C -1.206 28.711 3.540 0.7 -0.3 -0.5
C -2.177 29.791 3.102 0.3 -0.1 1.3
N -1.679 30.560 1.995 -0.3 0.6 -0.4
C -2.427 31.794 1.786 -0.6 -0.1 -0.1
C -2.311 32.390 0.376 -0.3 0.7 1.4
O -1.246 33.309 0.249 -0.1 -0.2 -0.2
C 0.027 32.719 0.370 0.1 0.5 -0.8
H -0.197 31.095 4.423 0.1 0.0 0.0
H 1.373 30.328 4.774 0.1 0.0 -0.2
H -0.082 29.745 5.583 0.0 0.2 0.0
H -1.465 28.288 4.517 -0.3 0.0 -0.1
H -1.140 27.903 2.808 -0.2 0.0 0.0
H -2.328 30.375 4.032 -0.3 0.3 -0.4
H -3.137 29.323 2.871 0.0 0.1 -0.2
H -0.691 30.776 2.035 0.1 -0.4 0.4
H -2.263 32.622 2.502 0.6 -0.2 0.0
H -3.486 31.585 1.993 0.1 -0.3 -0.4
H -3.193 33.033 0.333 -0.1 -0.2 -0.7
H -2.265 31.611 -0.385 -0.2 0.0 -0.1
H 0.307 32.605 1.418 0.2 -0.2 0.0
H 0.700 33.409 -0.140 0.3 0.0 0.4
H 0.105 31.788 -0.202 -0.1 -0.2 0.3
C 9.851 24.715 -0.753 -0.4 -0.3 0.5
O 9.776 23.632 -1.641 1.1 -0.4 0.1
C 8.551 23.249 -2.214 0.3 0.2 0.0
C 8.877 22.256 -3.300 0.6 -0.7 0.0
N 9.254 22.936 -4.512 -0.5 0.4 -0.8
C 9.318 22.095 -5.680 -0.1 -1.4 -0.3
C 10.542 21.180 -5.737 0.6 0.6 0.7
O 11.741 21.909 -5.953 0.3 -0.1 0.1
C 11.825 22.423 -7.242 -0.5 0.6 -0.7
H 9.602 25.669 -1.224 -0.1 -0.1 0.0
H 10.871 24.733 -0.370 0.1 0.1 -0.3
H 9.225 24.572 0.141 -0.2 0.1 -0.2
H 8.128 24.133 -2.708 -0.6 -0.2 0.3
H 7.898 22.779 -1.466 -0.2 0.4 0.0
H 8.063 21.548 -3.474 -0.4 0.5 -0.3
H 9.663 21.551 -2.986 0.1 0.3 0.5
H 10.115 23.463 -4.427 0.0 -0.1 0.3
H 9.218 22.654 -6.611 0.0 0.2 0.1
H 8.486 21.376 -5.678 -0.2 0.4 0.1
H 10.448 20.359 -6.456 -0.1 0.1 -0.1
H 10.719 20.770 -4.742 -0.3 -0.4 0.0
H 12.805 22.852 -7.435 0.2 -0.3 0.2
H 11.114 23.246 -7.399 0.0 -0.1 0.0
H 11.585 21.660 -7.993 0.2 -0.1 -0.1
C -3.138 33.148 -3.410 -0.5 -0.5 0.0
C -1.941 32.747 -4.269 0.4 0.9 0.3
C -0.782 32.371 -3.359 0.4 0.4 0.6
O 0.491 32.692 -3.927 -0.5 -1.0 -0.3
C 1.409 31.622 -3.984 1.7 0.8 0.2
N -2.322 31.638 -5.115 -0.8 -0.4 -1.1
H -4.065 33.227 -3.987 0.2 0.0 -0.2
H -3.019 34.110 -2.918 0.3 -0.1 0.2
H -3.319 32.348 -2.683 0.0 0.3 0.2
H -1.586 33.653 -4.788 -0.2 -0.2 -0.3
H -0.844 31.307 -3.114 0.0 0.0 0.0
H -0.830 32.964 -2.439 -0.3 -0.1 0.1
H 2.169 31.685 -3.180 -0.5 0.2 0.1
H 2.026 31.816 -4.870 -0.3 -0.5 -0.2
H 1.041 30.598 -3.922 -0.6 0.2 -0.4
H -3.236 31.820 -5.527 0.0 0.0 0.4
H -1.774 31.492 -5.960 0.6 0.2 0.5
C 9.764 17.993 -1.191 0.2 -1.4 0.2
C 9.175 19.364 -1.015 0.8 0.6 0.1
C 7.781 19.460 -1.576 -1.4 0.1 -0.4
O 7.781 19.187 -2.965 1.8 -0.5 -0.2
C 6.609 19.042 -3.688 -1.5 0.9 1.0
N 9.183 19.767 0.430 0.1 0.5 -0.8
H 10.007 17.703 -2.214 -0.3 0.4 -0.2
H 9.073 17.230 -0.814 0.0 0.1 0.0
H 10.704 17.826 -0.656 -0.1 0.4 0.2
H 9.821 20.071 -1.552 -0.3 -0.1 -0.2
H 7.374 20.480 -1.462 0.1 -0.1 0.3
H 7.099 18.763 -1.063 0.2 0.1 0.1
H 6.144 18.049 -3.663 0.6 -0.3 -0.3
H 6.771 19.440 -4.685 0.1 -0.4 -0.2
H 5.809 19.667 -3.255 0.1 0.2 0.0
H 8.714 20.678 0.482 -0.2 -0.4 0.0
H 10.148 20.069 0.584 -0.1 -0.4 0.3
```
Positions in Å, forces in eV/Å.

The highest occupied orbital energy comes out at -8.454 eV. The calculation puts the frontier orbital gap at 0.3315 hartree. Its energy above the lowest of the compared OMol25 structures with the same formula, charge and spin is 211.3 kJ/mol. As for the total charge: 0. Its spin multiplicity is 1. The SMILES is COC[C@H](C)N.COC[C@H](C)N.COCCNCCOC.COCCNCCOC.COCCNCCOC.COCCNCCOC.COCCNCCOC.

These are the Mulliken partial charges, in e, on atoms 1 to 99: atom 1 (C): -0.410, atom 2 (O): -0.285, atom 3 (C): -0.503, atom 4 (C): -0.462, atom 5 (N): 0.575, atom 6 (C): -0.758, atom 7 (C): -0.651, atom 8 (O): -0.283, atom 9 (C): -0.803, atom 10 (H): 0.307, atom 11 (H): -0.016, atom 12 (H): 0.239, atom 13 (H): 0.461, atom 14 (H): 0.288, atom 15 (H): 0.134, atom 16 (H): 0.035, atom 17 (H): -0.216, atom 18 (H): 0.476, atom 19 (H): 0.343, atom 20 (H): 0.266, atom 21 (H): 0.400, atom 22 (H): 0.356, atom 23 (H): 0.237, atom 24 (H): 0.323, atom 25 (C): -0.474, atom 26 (O): -0.437, atom 27 (C): -0.312, atom 28 (C): -0.533, atom 29 (N): -0.207, atom 30 (C): -1.139, atom 31 (C): 0.211, atom 32 (O): -0.395, atom 33 (C): -0.140, atom 34 (H): 0.306, atom 35 (H): 0.226, atom 36 (H): 0.133, atom 37 (H): 0.367, atom 38 (H): 0.062, atom 39 (H): 0.339, atom 40 (H): 0.452, atom 41 (H): 0.084, atom 42 (H): 0.381, atom 43 (H): 0.455, atom 44 (H): 0.240, atom 45 (H): 0.073, atom 46 (H): 0.127, atom 47 (H): 0.355, atom 48 (H): -0.181, atom 49 (C): -0.375, atom 50 (O): -0.420, atom 51 (C): -0.541, atom 52 (C): -0.771, atom 53 (N): -0.331, atom 54 (C): -0.689, atom 55 (C): -0.525, atom 56 (O): -0.299, atom 57 (C): -0.760, atom 58 (H): 0.270, atom 59 (H): 0.169, atom 60 (H): 0.137, atom 61 (H): 0.415, atom 62 (H): 0.393, atom 63 (H): 0.345, atom 64 (H): 0.398, atom 65 (H): 0.303, atom 66 (H): 0.351, atom 67 (H): 0.309, atom 68 (H): 0.366, atom 69 (H): 0.380, atom 70 (H): 0.272, atom 71 (H): 0.308, atom 72 (H): 0.248, atom 73 (C): -0.867, atom 74 (O): -0.045, atom 75 (C): -0.722, atom 76 (C): -0.735, atom 77 (N): 0.090, atom 78 (C): -1.035, atom 79 (C): -0.239, atom 80 (O): -0.488, atom 81 (C): -0.852, atom 82 (H): 0.264, atom 83 (H): 0.234, atom 84 (H): 0.346, atom 85 (H): 0.430, atom 86 (H): 0.280, atom 87 (H): 0.396, atom 88 (H): 0.443, atom 89 (H): 0.039, atom 90 (H): 0.312, atom 91 (H): 0.586, atom 92 (H): 0.316, atom 93 (H): 0.226, atom 94 (H): 0.425, atom 95 (H): 0.377, atom 96 (H): 0.282, atom 97 (C): -0.629, atom 98 (O): -0.461, atom 99 (C): -0.638